No. 1
Formula: C34H36BrFN4O6Tm
Source: the OMol25 dataset
Level of theory: ωB97M-V/def2-TZVPD

As for the HOMO energy (alpha / beta): -0.395 / -0.395 Eh. As for the expectation value of S²: 2.0020. The maximum force comes out at 1.937 eV/Å. As for the spin multiplicity: 3. As for the total charge: +1.

Last column: Löwdin charge in e.
CARTESIAN COORDINATES (ANGSTROEM)
1 Tm 0.49 0.00 1.25  1.405
2 C -2.76 -1.69 2.19  -0.050
3 C -1.44 -1.34 2.82  -0.243
4 C -0.38 -2.26 2.69  -0.224
5 C -0.64 -3.51 1.88  -0.015
6 C 0.86 -2.01 3.30  -0.207
7 C 1.99 -3.01 3.24  -0.016
8 C 1.05 -0.81 4.01  -0.207
9 C 2.42 -0.50 4.57  -0.030
10 C -0.03 0.05 4.24  -0.206
11 C 0.11 1.23 5.16  -0.011
12 C -1.27 -0.20 3.64  -0.226
13 C -2.41 0.75 3.94  -0.048
14 H -2.64 -2.06 1.17  0.085
15 H -3.46 -0.86 2.15  0.040
16 H -3.24 -2.50 2.76  0.106
17 H 0.14 -4.25 2.00  0.067
18 H -0.70 -3.29 0.81  0.090
19 H -1.58 -3.98 2.18  0.093
20 H 2.59 -2.97 4.14  0.086
21 H 2.65 -2.81 2.39  0.094
22 H 1.62 -4.03 3.14  0.080
23 H 2.55 -0.95 5.56  0.108
24 H 2.58 0.57 4.66  0.078
25 H 3.20 -0.88 3.92  0.088
26 H 0.99 1.17 5.79  0.080
27 H -0.76 1.30 5.82  0.089
28 H 0.16 2.17 4.60  0.096
29 H -2.68 0.68 5.00  0.101
30 H -3.30 0.55 3.36  0.055
31 H -2.11 1.79 3.76  0.088
32 O 2.00 -2.26 -3.61  0.042
33 C 2.22 -3.31 -2.74  -0.261
34 C 2.66 -4.55 -3.18  -0.016
35 C 2.85 -5.57 -2.25  -0.073
36 C 2.60 -5.35 -0.91  -0.070
37 C 2.17 -4.10 -0.49  -0.011
38 C 1.97 -3.07 -1.40  -0.096
39 C 1.51 -1.70 -0.93  -0.373
40 O 1.42 -1.56 0.44  -0.281
41 N 0.15 -1.51 -1.52  0.046
42 N -0.56 -0.47 -1.03  -0.074
43 C -1.43 0.10 -1.77  -0.178
44 C -2.28 1.18 -1.28  -0.577
45 Br -2.27 1.37 0.61  1.000
46 C -3.06 2.02 -1.95  -0.092
47 C -3.16 2.19 -3.42  -0.211
48 C -4.37 2.64 -3.93  -0.033
49 C -4.54 2.83 -5.29  -0.063
50 C -3.49 2.59 -6.16  -0.066
51 C -2.26 2.18 -5.66  -0.062
52 C -2.10 1.98 -4.30  -0.052
53 H 2.33 -2.50 -4.49  0.113
54 H 2.84 -4.72 -4.23  0.119
55 H 3.19 -6.54 -2.60  0.110
56 H 2.76 -6.15 -0.19  0.106
57 H 1.98 -3.90 0.56  0.086
58 H 2.17 -0.95 -1.36  0.140
59 H 0.14 -1.64 -2.52  0.125
60 H -1.57 -0.23 -2.79  0.139
61 H -3.71 2.65 -1.37  0.107
62 H -5.19 2.84 -3.25  0.118
63 H -5.50 3.17 -5.67  0.111
64 H -3.62 2.75 -7.22  0.111
65 H -1.42 2.03 -6.33  0.113
66 H -1.11 1.72 -3.93  0.082
67 F 0.79 6.40 -2.44  0.130
68 C 0.97 5.17 -1.99  -0.186
69 C 1.34 4.93 -0.74  0.075
70 N 1.50 3.63 -0.25  0.040
71 C 2.07 3.45 1.10  0.009
72 C 1.59 2.16 1.70  -0.647
73 O 0.34 2.08 1.96  -0.157
74 O 2.36 1.18 1.87  -0.022
75 C 1.24 2.55 -1.04  -0.406
76 O 1.31 1.39 -0.63  -0.003
77 N 0.90 2.82 -2.32  0.248
78 C 0.73 4.08 -2.93  -0.362
79 O 0.40 4.18 -4.08  0.146
80 H 1.53 5.74 -0.05  0.156
81 H 1.71 4.27 1.72  0.145
82 H 3.16 3.46 1.06  0.150
83 H 0.74 2.02 -2.91  0.159

No. 2
Formula: C34H36BrInN4O4P2S2
Source: the OMol25 dataset
Level of theory: ωB97M-V/def2-TZVPD

As for the HOMO energy: -0.451 Eh. The maximum force comes out at 2.429 eV/Å. For the energy relative to the best compared isomer or geometry (same formula, charge and spin), the calculation gives 0.000 eV. As for the total charge: +2.

Last column: Löwdin charge in e.
CARTESIAN COORDINATES (ANGSTROEM)
1 In -0.16 -0.76 -0.56  0.721
2 O 4.02 -0.70 2.96  0.062
3 C 2.98 -0.72 3.81  -0.252
4 C 3.18 -0.80 5.19  -0.010
5 C 2.12 -0.82 6.07  -0.056
6 C 0.82 -0.75 5.59  -0.076
7 C 0.60 -0.67 4.23  -0.018
8 C 1.66 -0.66 3.32  -0.081
9 C 1.34 -0.62 1.89  -0.432
10 O 0.10 -0.64 1.54  -0.132
11 N 2.34 -0.59 1.04  0.061
12 N 2.03 -0.66 -0.25  -0.188
13 C 2.95 -0.57 -1.15  -0.889
14 S 4.64 -0.41 -0.80  1.011
15 C 5.13 -0.21 -2.56  -0.479
16 C 4.18 -1.00 -3.42  -0.465
17 S 2.49 -0.65 -2.82  0.977
18 H 4.85 -0.72 3.45  0.125
19 H 4.19 -0.85 5.56  0.120
20 H 2.31 -0.90 7.13  0.115
21 H -0.01 -0.76 6.28  0.106
22 H -0.40 -0.61 3.84  0.111
23 H 6.15 -0.59 -2.65  0.089
24 H 5.12 0.85 -2.80  0.086
25 H 4.34 -2.07 -3.34  0.087
26 H 4.23 -0.70 -4.47  0.092
27 C -0.68 -1.38 -4.04  -0.069
28 O -0.72 -0.40 -3.02  -0.226
29 C -0.53 0.91 -3.36  -0.230
30 C -0.41 1.37 -4.65  -0.039
31 C -0.20 2.73 -4.88  -0.658
32 Br 0.03 3.34 -6.67  0.789
33 C -0.15 3.63 -3.84  -0.063
34 C -0.28 3.18 -2.52  -0.056
35 C -0.43 1.79 -2.25  -0.262
36 O -0.50 1.33 -1.04  -0.154
37 C -0.26 4.10 -1.42  -0.148
38 N -0.27 3.74 -0.13  0.218
39 C -0.26 4.86 0.67  -0.153
40 C -0.27 5.04 2.04  0.010
41 C -0.28 6.34 2.51  -0.053
42 C -0.27 7.43 1.63  -0.053
43 C -0.25 7.27 0.26  0.010
44 C -0.24 5.96 -0.21  -0.159
45 N -0.24 5.44 -1.49  0.213
46 H -1.56 -1.30 -4.67  0.117
47 H -0.67 -2.34 -3.52  0.088
48 H 0.23 -1.29 -4.64  0.088
49 H -0.48 0.71 -5.50  0.112
50 H 0.01 4.67 -4.05  0.107
51 H -0.31 2.75 0.13  0.157
52 H -0.27 4.18 2.70  0.119
53 H -0.29 6.53 3.57  0.116
54 H -0.28 8.42 2.04  0.117
55 H -0.25 8.10 -0.42  0.122
56 H -0.24 6.01 -2.32  0.179
57 C -3.93 0.04 0.02  -0.219
58 P -2.74 -1.27 -0.41  0.894
59 C -3.52 -2.06 -1.87  -0.204
60 C -2.76 -2.52 0.90  -0.375
61 C -3.72 -2.47 1.91  -0.067
62 C -3.69 -3.37 2.96  -0.038
63 C -2.70 -4.34 3.01  -0.037
64 C -1.74 -4.40 2.01  -0.063
65 C -1.74 -3.49 0.96  -0.374
66 P -0.41 -3.52 -0.29  0.897
67 C -0.73 -5.03 -1.28  -0.217
68 C 1.08 -3.99 0.65  -0.227
69 H -3.64 0.49 0.97  0.063
70 H -4.94 -0.35 0.08  0.062
71 H -3.88 0.80 -0.76  0.058
72 H -4.50 -2.45 -1.59  0.069
73 H -2.91 -2.88 -2.24  0.030
74 H -3.64 -1.32 -2.65  0.056
75 H -4.49 -1.72 1.88  0.101
76 H -4.42 -3.30 3.75  0.121
77 H -2.66 -5.03 3.83  0.120
78 H -0.97 -5.16 2.07  0.108
79 H -0.78 -5.90 -0.62  0.061
80 H 0.08 -5.16 -2.00  0.054
81 H -1.68 -4.94 -1.82  0.040
82 H 1.01 -5.00 1.05  0.056
83 H 1.23 -3.29 1.47  0.048
84 H 1.94 -3.93 -0.02  0.059

No. 3
Formula: C34H36F5IrN3O4PS
Source: the OMol25 dataset
Level of theory: ωB97M-V/def2-TZVPD

As for the HOMO energy (alpha / beta): -0.404 / -0.407 Eh. As for the expectation value of S²: 0.7808. The maximum force comes out at 1.907 eV/Å. For the energy relative to the best compared isomer or geometry (same formula, charge and spin), the calculation gives 3.082 eV. As for the spin multiplicity: 2. As for the total charge: +1.

Last column: Löwdin charge in e.
CARTESIAN COORDINATES (ANGSTROEM)
1 Ir -0.52 -0.68 -0.20  1.084
2 C -2.57 -3.79 1.38  0.017
3 C -2.54 -3.47 -0.07  -0.308
4 N -1.84 -2.52 -0.68  0.041
5 C -2.10 -2.64 -2.02  -0.133
6 C -2.98 -3.66 -2.23  -0.050
7 N -3.23 -4.17 -0.98  0.203
8 C -3.70 -4.23 -3.40  -0.480
9 O -3.40 -3.75 -4.58  0.164
10 O -4.51 -5.10 -3.20  0.129
11 C -1.42 -1.73 -2.97  -0.559
12 O -1.62 -1.83 -4.18  0.088
13 O -0.64 -0.88 -2.41  -0.193
14 H -1.57 -3.76 1.80  0.084
15 H -3.01 -4.77 1.53  0.102
16 H -3.19 -3.05 1.89  0.077
17 H -3.86 -4.95 -0.83  0.186
18 H -2.72 -3.03 -4.54  0.081
19 F -0.46 -4.69 6.15  0.153
20 C -0.68 -3.74 5.26  -0.131
21 C 0.36 -3.27 4.47  -0.138
22 F 1.58 -3.76 4.63  0.140
23 C 0.12 -2.28 3.53  -0.232
24 F 1.15 -1.86 2.79  0.085
25 C -1.15 -1.76 3.32  -0.522
26 S -1.57 -0.53 2.14  0.719
27 C -2.18 -2.24 4.14  -0.274
28 F -3.42 -1.79 3.96  0.085
29 C -1.96 -3.23 5.08  -0.139
30 F -2.97 -3.69 5.81  0.146
31 N 1.26 -0.54 0.54  0.001
32 C 2.44 -0.10 0.71  -0.267
33 C 3.41 -0.15 -0.40  -0.210
34 C 4.21 0.97 -0.66  -0.037
35 C 5.05 0.98 -1.76  -0.059
36 C 5.11 -0.12 -2.60  -0.057
37 C 4.32 -1.24 -2.34  -0.052
38 C 3.47 -1.25 -1.25  -0.032
39 C 2.86 0.46 2.01  -0.180
40 C 1.91 1.07 2.84  -0.035
41 C 2.28 1.53 4.09  -0.052
42 C 3.60 1.40 4.52  -0.052
43 C 4.54 0.79 3.70  -0.050
44 C 4.18 0.33 2.44  -0.012
45 H 4.14 1.84 -0.02  0.125
46 H 5.67 1.85 -1.95  0.114
47 H 5.76 -0.11 -3.46  0.113
48 H 4.37 -2.10 -2.99  0.114
49 H 2.86 -2.12 -1.04  0.120
50 H 0.89 1.16 2.49  0.074
51 H 1.55 1.99 4.74  0.113
52 H 3.89 1.77 5.49  0.113
53 H 5.56 0.66 4.05  0.114
54 H 4.90 -0.17 1.82  0.125
55 C 0.34 3.39 -3.02  -0.085
56 C 0.62 2.28 -2.01  -0.490
57 C 1.37 1.14 -2.72  -0.113
58 P -0.87 1.70 -1.05  1.094
59 C -2.48 1.94 -1.97  -0.479
60 C -3.06 3.35 -1.93  -0.087
61 C -2.43 1.45 -3.42  -0.086
62 C -0.81 2.82 0.43  -0.526
63 C -2.03 2.64 1.34  -0.133
64 C -0.55 4.30 0.16  -0.085
65 H 1.29 3.83 -3.32  0.096
66 H -0.28 4.19 -2.61  0.059
67 H -0.14 2.99 -3.91  0.077
68 H 1.27 2.66 -1.22  0.101
69 H 0.76 0.69 -3.49  0.077
70 H 1.65 0.36 -2.02  0.029
71 H 2.27 1.54 -3.19  0.094
72 H -3.15 1.29 -1.40  0.111
73 H -2.45 4.06 -2.49  0.075
74 H -3.21 3.73 -0.92  0.053
75 H -4.04 3.31 -2.41  0.099
76 H -2.16 2.27 -4.09  0.079
77 H -3.42 1.11 -3.72  0.098
78 H -1.73 0.64 -3.58  0.042
79 H 0.07 2.42 0.96  0.078
80 H -2.89 3.19 0.97  0.072
81 H -1.80 3.02 2.34  0.094
82 H -2.31 1.59 1.44  -0.037
83 H -1.39 4.78 -0.34  0.071
84 H 0.35 4.47 -0.42  0.068
85 H -0.42 4.80 1.12  0.094

No. 4
Formula: C34H36HgN4OS
Source: the OMol25 dataset
Level of theory: ωB97M-V/def2-TZVPD

As for the HOMO energy (alpha / beta): -0.051 / -0.157 Eh. As for the expectation value of S²: 0.7683. The maximum force comes out at 0.572 eV/Å. As for the spin multiplicity: 2. As for the total charge: -1.

Last column: Löwdin charge in e.
CARTESIAN COORDINATES (ANGSTROEM)
1 Hg -0.64 -0.06 0.24  1.179
2 C -0.68 -0.67 -4.26  -0.215
3 C -1.99 -0.97 -3.50  -0.173
4 C -2.43 0.09 -2.46  -0.225
5 N -2.42 -0.42 -1.10  -0.070
6 C -3.33 -1.24 -0.65  -0.238
7 C -4.49 -1.57 -1.40  -0.041
8 C -5.44 -2.56 -1.25  -0.117
9 C -5.50 -3.62 -0.35  -0.149
10 C -4.62 -3.82 0.70  -0.119
11 C -3.61 -3.01 1.19  -0.046
12 C -3.10 -1.75 0.76  -0.241
13 N -2.33 -1.01 1.51  -0.058
14 C -2.06 -1.36 2.88  -0.247
15 C -0.83 -2.27 3.09  -0.175
16 C 0.54 -1.59 2.87  -0.249
17 N 0.85 -1.29 1.49  -0.058
18 C 1.54 -2.12 0.76  -0.235
19 C 1.89 -3.43 1.20  -0.048
20 C 2.85 -4.32 0.76  -0.121
21 C 3.83 -4.18 -0.21  -0.150
22 C 3.93 -3.09 -1.08  -0.118
23 C 3.08 -2.03 -1.29  -0.037
24 C 1.87 -1.64 -0.64  -0.235
25 N 1.03 -0.79 -1.15  -0.054
26 C 1.19 -0.22 -2.47  -0.226
27 C 0.63 -1.12 -3.60  -0.174
28 H -0.63 0.41 -4.48  0.108
29 H -0.74 -1.17 -5.23  0.097
30 H -1.90 -1.93 -3.00  0.112
31 H -2.79 -1.08 -4.24  0.099
32 H -3.42 0.49 -2.73  0.101
33 H -1.75 0.94 -2.48  0.095
34 H -4.66 -0.94 -2.27  0.083
35 H -6.23 -2.54 -1.99  0.096
36 H -6.29 -4.35 -0.49  0.080
37 H -4.77 -4.74 1.26  0.096
38 H -3.12 -3.41 2.07  0.077
39 H -2.94 -1.84 3.34  0.101
40 H -1.88 -0.43 3.43  0.108
41 H -0.90 -3.15 2.45  0.101
42 H -0.86 -2.61 4.13  0.108
43 H 1.32 -2.20 3.32  0.102
44 H 0.53 -0.64 3.42  0.104
45 H 1.30 -3.79 2.03  0.080
46 H 2.86 -5.27 1.29  0.095
47 H 4.56 -4.97 -0.32  0.080
48 H 4.79 -3.11 -1.75  0.095
49 H 3.37 -1.39 -2.12  0.084
50 H 2.24 0.03 -2.68  0.097
51 H 0.66 0.74 -2.48  0.089
52 H 0.51 -2.13 -3.21  0.112
53 H 1.39 -1.19 -4.39  0.100
54 O -0.35 2.21 0.09  -0.653
55 S 0.68 3.24 -0.41  0.934
56 C 2.14 2.73 0.49  -0.377
57 C 2.07 1.99 1.66  -0.095
58 C 3.23 1.72 2.38  -0.089
59 C 4.46 2.18 1.93  -0.106
60 C 4.53 2.92 0.76  -0.101
61 C 3.38 3.21 0.04  -0.097
62 C 0.29 4.74 0.30  -0.460
63 C 0.40 5.92 -0.48  -0.148
64 C 0.22 7.15 0.10  -0.147
65 C -0.07 7.27 1.48  -0.149
66 C -0.16 6.11 2.25  -0.139
67 C 0.01 4.86 1.70  -0.113
68 H 1.11 1.61 1.99  0.078
69 H 3.17 1.12 3.29  0.098
70 H 5.36 1.95 2.49  0.091
71 H 5.49 3.28 0.41  0.094
72 H 3.41 3.80 -0.87  0.102
73 H 0.63 5.83 -1.54  0.088
74 H 0.29 8.04 -0.52  0.083
75 H -0.21 8.25 1.93  0.070
76 H -0.38 6.20 3.31  0.088
77 H -0.09 3.97 2.30  0.090

No. 5
Formula: C34H36N4S4Sb3Ti
Source: the OMol25 dataset
Level of theory: ωB97M-V/def2-TZVPD

As for the HOMO energy (alpha / beta): -0.101 / -0.101 Eh. The maximum force comes out at 3.051 eV/Å. For the energy relative to the best compared isomer or geometry (same formula, charge and spin), the calculation gives 1.518 eV. As for the total charge: -1.

Last column: Löwdin charge in e.
CARTESIAN COORDINATES (ANGSTROEM)
1 Ti 0.82 -0.48 -1.64  0.390
2 C -0.65 1.87 2.51  -0.293
3 Sb -2.30 0.71 1.72  1.360
4 C -3.75 2.34 2.04  -0.324
5 C -2.68 -0.13 3.71  -0.343
6 C -1.50 -0.76 4.34  -0.305
7 C -0.89 -0.15 5.42  -0.068
8 C 0.16 -0.73 6.10  -0.102
9 C 0.60 -1.98 5.71  -0.098
10 C 0.02 -2.60 4.62  -0.085
11 C -1.00 -1.99 3.88  -0.312
12 C -1.47 -2.63 2.65  -0.322
13 Sb -0.19 -2.05 0.91  1.309
14 C 1.55 -2.91 1.88  -0.325
15 C -0.75 -3.95 -0.02  -0.302
16 H -0.98 2.34 3.44  0.004
17 H -0.34 2.64 1.81  -0.010
18 H 0.18 1.21 2.72  -0.005
19 H -3.74 2.66 3.07  -0.013
20 H -4.75 1.98 1.79  -0.013
21 H -3.51 3.18 1.40  -0.019
22 H -3.49 -0.86 3.59  0.054
23 H -3.05 0.68 4.33  0.049
24 H -1.27 0.81 5.75  0.104
25 H 0.63 -0.22 6.92  0.093
26 H 1.41 -2.47 6.24  0.097
27 H 0.34 -3.59 4.33  0.105
28 H -2.48 -2.34 2.38  0.032
29 H -1.41 -3.71 2.72  0.056
30 H 1.37 -3.97 2.08  0.016
31 H 1.75 -2.38 2.81  -0.002
32 H 2.41 -2.82 1.22  -0.069
33 H -0.81 -4.73 0.75  0.001
34 H 0.02 -4.20 -0.74  -0.033
35 H -1.71 -3.86 -0.52  0.002
36 S 4.29 -0.71 0.24  0.379
37 Sb 4.70 -0.30 -2.19  0.460
38 S 2.50 -1.63 -3.04  0.091
39 S 2.06 -2.45 -1.25  0.082
40 S 6.33 -1.81 -2.58  -0.355
41 C 3.21 1.58 1.27  -0.119
42 C 2.73 0.38 0.56  -0.665
43 N 2.03 0.62 -0.65  -0.186
44 C 2.38 1.74 -1.33  -0.302
45 C 3.16 2.79 -0.80  -0.184
46 C 3.49 2.71 0.59  -0.054
47 C 3.50 3.87 -1.62  -0.030
48 C 3.09 3.95 -2.94  -0.043
49 C 2.27 2.94 -3.49  -0.156
50 C 1.78 2.94 -4.80  -0.004
51 C 0.97 1.89 -5.23  -0.048
52 C 0.64 0.87 -4.35  -0.103
53 N 1.09 0.84 -3.09  -0.076
54 C 1.89 1.85 -2.66  -0.195
55 H 3.40 1.48 2.32  0.105
56 H 2.15 -0.28 1.23  0.045
57 H 3.92 3.57 1.08  0.108
58 H 4.11 4.66 -1.20  0.111
59 H 3.38 4.78 -3.56  0.103
60 H 2.03 3.75 -5.48  0.110
61 H 0.57 1.88 -6.23  0.102
62 H 0.00 0.04 -4.65  0.121
63 C -1.77 2.87 -1.02  -0.107
64 C -2.98 2.43 -1.58  -0.117
65 C -3.08 1.12 -1.99  -0.045
66 C -1.97 0.25 -1.87  -0.274
67 N -0.81 0.69 -1.27  -0.089
68 C -0.75 1.96 -0.89  -0.225
69 C -1.93 -1.05 -2.44  -0.241
70 C -3.05 -1.72 -2.98  -0.038
71 C -2.91 -2.96 -3.55  -0.106
72 C -1.63 -3.54 -3.59  -0.085
73 C -0.57 -2.84 -3.05  -0.231
74 N -0.69 -1.64 -2.47  -0.087
75 H -1.64 3.89 -0.72  0.100
76 H -3.81 3.11 -1.71  0.096
77 H -3.99 0.77 -2.44  0.097
78 H 0.19 2.28 -0.45  0.102
79 H -4.02 -1.26 -2.95  0.094
80 H -3.75 -3.49 -3.96  0.092
81 H -1.46 -4.51 -4.04  0.094
82 H 0.43 -3.26 -3.07  0.039